[1]
{
  "formula": "C34H35As2BrNO5RuSTe",
  "method": "ωB97M-V with the def2-TZVPD basis set",
  "e_homo_ev": [-6.85, -6.90],
  "e_above_lowest_ev": 2.597,
  "charge": 0,
  "spin_multiplicity": 2,
  "orbital_gap_ev": [6.20, 6.52],
  "symbols": ["Ru", "O", "C", "C", "C", "N", "C", "Br", "C", "H", "H", "H", "H", "C", "As", "C", "C", "C", "C", "C", "C", "C", "As", "C", "C", "H", "H", "H", "H", "H", "H", "H", "H", "H", "H", "H", "H", "H", "H", "H", "H", "Te", "C", "C", "C", "C", "S", "H", "H", "H", "O", "C", "O", "C", "C", "C", "C", "O", "C", "O", "C", "C", "H", "H", "H", "H", "H", "C", "C", "C", "C", "C", "C", "C", "H", "H", "H", "H", "H", "H", "H"],
  "positions_angstrom": [[0.2584, -0.2868, -0.0921], [4.2774, 0.3699, 4.7020], [3.4296, -0.1029, 3.7648], [2.1276, -0.4994, 4.0547], [1.3486, -0.9687, 3.0228], [1.7727, -1.0520, 1.7562], [3.0256, -0.6768, 1.5147], [3.6347, -0.8556, -0.2665], [3.9006, -0.2051, 2.4684], [3.8367, 0.4079, 5.5565], [1.7348, -0.4515, 5.0635], [0.3359, -1.3104, 3.1960], [4.9087, 0.0917, 2.2176], [-1.0121, 3.5284, 0.3139], [-1.1258, 1.6814, 0.8740], [-0.7510, 1.8928, 2.7793], [-3.0505, 1.4862, 1.2238], [-3.9420, 2.5499, 1.1593], [-5.2254, 2.4192, 1.6834], [-5.6165, 1.2263, 2.2747], [-4.7406, 0.1445, 2.3007], [-3.4647, 0.2672, 1.7669], [-2.2070, -1.2096, 1.4830], [-3.1498, -2.7111, 2.2830], [-2.9469, -1.4076, -0.3157], [-1.4366, 4.1624, 1.0882], [-1.5498, 3.6679, -0.6215], [0.0317, 3.7911, 0.1643], [-1.3910, 2.6786, 3.1766], [0.2996, 2.1390, 2.9124], [-0.9764, 0.9581, 3.2857], [-3.6461, 3.4910, 0.7127], [-5.9107, 3.2573, 1.6445], [-6.6046, 1.1326, 2.7094], [-5.0654, -0.7970, 2.7275], [-4.0874, -2.8740, 1.7555], [-3.3389, -2.5211, 3.3377], [-2.5265, -3.5974, 2.1913], [-4.0348, -1.4729, -0.2508], [-2.5560, -2.2766, -0.8245], [-2.6858, -0.5179, -0.8720], [0.5167, -3.0144, -0.0458], [-0.6153, -4.1259, -1.4390], [-0.1820, -4.6185, -2.6413], [-1.1241, -5.4778, -3.2837], [-2.2642, -5.6291, -2.5542], [-2.1845, -4.7348, -1.0998], [0.7934, -4.3806, -3.0500], [-0.9523, -5.9633, -4.2361], [-3.1358, -6.2254, -2.7845], [1.5378, 1.4650, -0.9328], [2.0032, 2.2145, 0.0023], [1.8598, 2.0344, 1.2164], [2.7669, 3.4309, -0.4560], [3.1780, 4.3687, 0.4769], [3.8756, 5.5214, 0.0967], [4.1334, 5.6726, -1.2402], [4.7879, 6.7008, -1.8592], [4.8221, 6.3733, -3.2528], [4.1097, 5.1469, -3.4297], [3.7268, 4.7407, -2.1743], [3.0399, 3.6111, -1.8241], [2.9466, 4.1908, 1.5190], [4.1980, 6.2622, 0.8170], [5.8562, 6.2490, -3.5738], [4.3404, 7.1648, -3.8253], [2.7183, 2.8780, -2.5525], [0.5135, -0.6914, -2.3306], [-0.7414, -0.0531, -2.7057], [-1.7976, -0.8427, -3.1924], [-2.9858, -0.2734, -3.6064], [-3.1635, 1.1059, -3.5373], [-2.1237, 1.9067, -3.0795], [-0.9206, 1.3422, -2.6785], [1.4221, -0.1081, -2.2985], [0.6077, -1.7473, -2.5286], [-1.6586, -1.9190, -3.2400], [-3.7865, -0.9027, -3.9765], [-4.0959, 1.5532, -3.8609], [-2.2397, 2.9840, -3.0643], [-0.0945, 1.9630, -2.3597]],
  "atomic_forces_ev_per_a": [[-0.85, -0.07, -1.40], [0.01, 0.02, -0.04], [0.06, 0.05, 0.10], [-0.06, -0.08, 0.09], [0.04, -0.02, -0.14], [0.21, 0.63, -0.05], [-0.14, -0.14, -0.03], [0.34, 0.02, 0.16], [0.11, -0.03, -0.12], [-0.02, 0.00, 0.05], [0.01, 0.00, -0.03], [-0.05, 0.06, -0.01], [-0.04, -0.02, 0.01], [0.06, -0.01, -0.28], [0.45, -0.19, 0.54], [0.24, 0.11, 0.01], [0.01, -0.09, -0.09], [-0.01, -0.01, -0.01], [0.06, -0.05, 0.02], [0.07, 0.00, -0.02], [-0.01, 0.09, -0.03], [0.07, 0.07, 0.12], [-0.26, 0.20, -0.59], [0.09, -0.07, 0.25], [-0.18, -0.02, 0.11], [-0.03, 0.02, 0.04], [-0.02, 0.01, -0.03], [0.02, 0.00, 0.02], [-0.04, 0.03, 0.01], [-0.01, 0.00, -0.04], [-0.04, -0.06, 0.02], [0.00, 0.00, 0.03], [0.02, -0.03, -0.02], [0.02, 0.00, -0.04], [-0.01, 0.01, 0.01], [-0.03, 0.01, 0.00], [0.00, -0.02, 0.05], [0.04, -0.06, -0.03], [0.01, -0.04, 0.05], [0.10, 0.00, -0.05], [0.01, 0.17, -0.09], [0.11, 0.06, 0.34], [0.20, 0.15, -0.32], [-0.05, -0.05, -0.17], [0.11, 0.12, 0.02], [-0.02, -0.04, 0.00], [-0.05, -0.14, 0.10], [-0.07, -0.05, 0.04], [-0.02, 0.05, 0.06], [0.09, 0.05, -0.01], [-0.57, -0.73, 1.10], [0.28, 0.11, -0.09], [-0.13, -0.13, -0.07], [-0.03, -0.09, -0.33], [0.06, 0.11, 0.07], [-0.05, -0.03, 0.14], [0.07, 0.12, 0.04], [0.03, 0.04, -0.15], [-0.12, -0.16, 0.17], [0.07, 0.12, 0.00], [-0.02, -0.08, -0.18], [-0.05, -0.07, 0.03], [0.01, -0.02, -0.04], [-0.02, -0.05, -0.02], [0.09, -0.07, 0.04], [-0.10, 0.04, 0.00], [0.02, 0.05, 0.05], [-0.19, 0.31, 2.09], [0.03, -0.02, -0.53], [0.07, -0.06, -0.06], [-0.07, 0.05, 0.04], [0.04, 0.00, 0.00], [-0.01, -0.06, 0.00], [-0.04, -0.07, 0.03], [0.04, -0.05, -0.62], [0.02, 0.08, -0.37], [-0.03, 0.04, -0.01], [0.03, 0.00, 0.00], [0.04, -0.02, 0.02], [-0.01, 0.00, 0.02], [0.00, 0.02, 0.02]]
}

=====

[2]
{
  "formula": "C34H35As2BrNO5RuSTe",
  "method": "ωB97M-V with the def2-TZVPD basis set",
  "e_homo_ev": [-5.64, -5.43],
  "e_above_lowest_ev": 5.978,
  "charge": 0,
  "spin_multiplicity": 2,
  "orbital_gap_ev": [4.33, 4.11],
  "symbols": ["Ru", "O", "C", "C", "C", "N", "C", "Br", "C", "H", "H", "H", "H", "C", "As", "C", "C", "C", "C", "C", "C", "C", "As", "C", "C", "H", "H", "H", "H", "H", "H", "H", "H", "H", "H", "H", "H", "H", "H", "H", "H", "Te", "C", "C", "C", "C", "S", "H", "H", "H", "O", "C", "O", "C", "C", "C", "C", "O", "C", "O", "C", "C", "H", "H", "H", "H", "H", "C", "C", "C", "C", "C", "C", "C", "H", "H", "H", "H", "H", "H", "H"],
  "positions_angstrom": [[-1.0341, -0.6756, 0.7837], [-3.1745, 4.8022, 3.1292], [-2.5692, 3.7971, 2.4560], [-1.3931, 3.1964, 2.8804], [-0.8759, 2.1704, 2.1214], [-1.4378, 1.7059, 1.0007], [-2.5346, 2.3237, 0.6174], [-3.3141, 1.7602, -1.0153], [-3.1546, 3.3645, 1.2801], [-2.6942, 4.9747, 3.9484], [-0.9002, 3.4941, 3.7969], [0.0342, 1.6693, 2.4212], [-4.0644, 3.8134, 0.9122], [1.7960, -2.5185, 2.1876], [1.3777, -0.9218, 1.1508], [2.5452, 0.2890, 2.1675], [2.5452, -1.2642, -0.4001], [3.7452, -0.5626, -0.5401], [4.5807, -0.7685, -1.6240], [4.2320, -1.6785, -2.5984], [3.0408, -2.3771, -2.4905], [2.1760, -2.1910, -1.4067], [0.4261, -3.1552, -1.3435], [0.7013, -4.3392, -2.8932], [-0.3906, -1.7242, -2.4514], [2.8654, -2.7291, 2.1471], [1.2242, -3.3597, 1.8037], [1.4828, -2.3208, 3.2117], [3.5059, -0.1693, 2.4095], [2.0197, 0.5114, 3.0945], [2.7146, 1.2190, 1.6216], [4.0440, 0.1473, 0.2191], [5.5099, -0.2183, -1.7014], [4.8821, -1.8454, -3.4478], [2.7844, -3.0854, -3.2673], [0.8098, -3.7976, -3.8327], [-0.1731, -4.9849, -2.9608], [1.5843, -4.9545, -2.7258], [0.1718, -1.6667, -3.3855], [0.6810, -0.4615, -1.4433], [-1.4416, -1.8975, -2.6461], [-1.6029, -1.2184, 3.3061], [-0.0821, -0.6603, 4.6772], [0.6523, -1.5204, 5.4489], [1.5491, -0.8802, 6.3575], [1.4975, 0.4753, 6.2753], [0.3362, 0.9556, 5.1068], [0.5442, -2.5934, 5.3655], [2.2042, -1.4102, 7.0349], [2.0605, 1.2030, 6.8366], [-0.7787, 0.5248, -3.9383], [-0.4027, 0.9974, -2.9662], [-0.2535, -0.4663, -1.7301], [0.0630, 2.1172, -2.2182], [0.6011, 2.0293, -0.9388], [1.0394, 3.1724, -0.2883], [0.8745, 4.3649, -0.9545], [1.1907, 5.5849, -0.5159], [0.8457, 6.5213, -1.5589], [0.2699, 5.7539, -2.6237], [0.3118, 4.4530, -2.2353], [-0.1046, 3.3472, -2.9068], [0.6487, 1.0862, -0.4118], [1.4541, 3.1275, 0.7125], [1.7522, 7.0148, -1.9028], [0.1150, 7.2274, -1.1720], [-0.5389, 3.3951, -3.8956], [-2.9799, -1.7484, 0.3704], [-3.1725, -2.4061, -0.9175], [-2.7902, -3.7487, -1.1095], [-2.9258, -4.3877, -2.3305], [-3.4397, -3.7188, -3.4382], [-3.8593, -2.4038, -3.2669], [-3.7399, -1.7704, -2.0369], [-2.9801, -2.4625, 1.1942], [-3.7024, -0.9591, 0.5790], [-2.3940, -4.2916, -0.2577], [-2.6379, -5.4293, -2.4212], [-3.5453, -4.2184, -4.3919], [-4.3036, -1.8702, -4.1000], [-4.1041, -0.7587, -1.9243]],
  "atomic_forces_ev_per_a": [[1.00, -0.85, -0.47], [0.11, -0.01, 0.06], [-0.14, 0.16, 0.09], [0.14, -0.06, 0.05], [0.12, 0.00, 0.20], [-0.18, -0.09, 0.01], [-0.10, 0.12, -0.16], [0.02, -0.05, -0.12], [-0.09, -0.01, -0.06], [-0.06, -0.01, -0.05], [0.02, 0.00, 0.00], [0.01, -0.02, 0.04], [0.00, 0.00, 0.00], [0.04, -0.07, -0.08], [-0.79, 0.06, 0.67], [0.17, 0.00, -0.10], [-0.06, -0.15, -0.40], [-0.10, -0.03, 0.06], [0.19, 0.21, 0.12], [-0.03, -0.16, -0.22], [-0.16, -0.07, 0.10], [0.16, 0.20, 0.04], [0.12, 0.11, 0.22], [-0.03, -0.06, -0.01], [0.11, -0.21, -0.04], [0.00, 0.00, 0.01], [-0.02, -0.02, -0.04], [0.04, -0.02, -0.08], [0.00, 0.02, -0.03], [0.00, -0.01, 0.01], [-0.01, 0.04, 0.04], [0.00, 0.00, -0.01], [0.01, 0.02, 0.01], [0.00, -0.02, -0.01], [0.02, 0.02, 0.00], [0.01, -0.01, -0.01], [0.02, 0.02, 0.00], [-0.02, -0.04, 0.02], [-0.04, 0.10, 0.01], [0.03, -0.01, 0.21], [-0.06, 0.06, 0.07], [-0.19, 0.08, -0.22], [0.15, -0.07, 0.04], [0.06, 0.06, 0.09], [-0.02, -0.09, -0.09], [-0.09, -0.02, -0.07], [-0.13, 0.14, 0.05], [0.00, 0.00, 0.03], [-0.01, -0.01, 0.00], [0.01, 0.00, 0.01], [-0.12, 0.60, -0.10], [0.24, -0.82, 0.78], [-0.10, 0.14, -0.50], [-0.38, -0.16, -0.55], [0.17, 0.04, -0.18], [0.08, 0.19, 0.03], [-0.12, -0.30, -0.12], [0.10, 0.54, 0.03], [-0.06, -0.47, 0.02], [0.07, 0.28, 0.07], [0.03, -0.18, 0.10], [0.12, 0.32, 0.04], [-0.05, 0.04, 0.14], [-0.04, 0.04, -0.14], [0.03, 0.02, -0.04], [-0.05, 0.02, 0.00], [-0.01, 0.00, 0.02], [0.35, 0.69, 0.60], [-0.03, -0.10, -0.08], [0.01, -0.01, 0.09], [0.05, -0.02, -0.04], [0.01, 0.11, 0.10], [-0.04, -0.02, 0.00], [-0.03, 0.01, -0.01], [-0.20, -0.17, -0.11], [-0.26, -0.11, -0.12], [0.00, -0.01, -0.03], [0.02, -0.01, 0.02], [0.00, 0.00, -0.01], [0.01, 0.01, 0.01], [-0.02, 0.04, -0.01]]
}

=====

[3]
{
  "formula": "C34H35AuF3N4O2S",
  "method": "ωB97M-V with the def2-TZVPD basis set",
  "e_homo_ev": [-2.32, -4.35],
  "e_above_lowest_ev": 1.520,
  "charge": -1,
  "spin_multiplicity": 3,
  "orbital_gap_ev": [4.70, 6.72],
  "symbols": ["Au", "C", "C", "C", "C", "C", "C", "C", "N", "C", "C", "C", "C", "C", "C", "C", "N", "C", "C", "C", "C", "H", "H", "H", "H", "H", "H", "H", "H", "H", "H", "H", "H", "H", "H", "H", "H", "H", "H", "H", "H", "H", "H", "H", "H", "C", "C", "C", "C", "C", "C", "C", "H", "H", "H", "H", "H", "N", "C", "N", "C", "C", "C", "C", "C", "C", "S", "H", "H", "H", "H", "H", "H", "F", "C", "F", "F", "C", "O", "O"],
  "positions_angstrom": [[-0.2591, -0.1533, 0.3219], [5.7554, 3.8650, 0.2475], [5.4101, 2.8071, 1.2962], [5.2063, 3.5105, 2.6461], [6.5937, 1.8334, 1.4046], [4.1509, 2.0273, 0.9364], [3.6871, 0.9965, 1.8048], [2.5496, 0.3159, 1.4762], [1.8473, 0.5180, 0.3491], [2.2529, 1.5139, -0.5093], [3.4178, 2.2671, -0.1901], [1.4717, 1.7687, -1.6835], [1.8264, 2.7440, -2.6572], [1.0244, 3.0006, -3.7366], [-0.1737, 2.2530, -3.8498], [-0.4556, 1.3078, -2.8898], [0.3275, 1.0465, -1.8390], [1.3717, 4.0368, -4.8018], [2.6871, 4.7587, -4.5058], [0.2521, 5.0854, -4.8740], [1.5002, 3.3362, -6.1627], [6.6717, 4.3848, 0.5391], [4.9590, 4.6078, 0.1574], [5.9201, 3.4116, -0.7331], [6.1117, 4.0558, 2.9292], [4.9774, 2.7940, 3.4371], [4.3770, 4.2192, 2.5860], [7.5060, 2.3727, 1.6775], [6.7602, 1.3288, 0.4497], [6.4112, 1.0680, 2.1606], [4.2008, 0.7557, 2.7266], [2.1531, -0.4445, 2.1418], [3.7113, 3.0579, -0.8631], [2.7480, 3.2917, -2.5318], [-0.8658, 2.4027, -4.6687], [-1.3558, 0.7045, -2.9579], [2.6392, 5.2926, -3.5534], [2.8898, 5.4887, -5.2940], [3.5251, 4.0585, -4.4695], [0.1537, 5.6053, -3.9179], [-0.7097, 4.6260, -5.1061], [0.4749, 5.8234, -5.6504], [2.3067, 2.5991, -6.1384], [1.7212, 4.0679, -6.9458], [0.5786, 2.8166, -6.4300], [-0.6201, 1.0570, 1.9125], [-1.0012, 2.3991, 1.7645], [-1.0060, 3.2505, 2.9098], [-1.3776, 4.5747, 2.8162], [-1.7599, 5.1279, 1.5922], [-1.7677, 4.3158, 0.4559], [-1.4054, 2.9880, 0.5283], [-0.6979, 2.8312, 3.8609], [-1.3644, 5.1962, 3.7053], [-2.0384, 6.1725, 1.5275], [-2.0719, 4.7297, -0.4990], [-1.4232, 2.3632, -0.3561], [1.1991, -2.0108, -2.4264], [1.1500, -2.7763, -1.3212], [0.6922, -2.3849, -0.1773], [0.8348, -3.3580, 0.7966], [0.4381, -3.2287, 2.1250], [0.6412, -4.2931, 2.9881], [1.2264, -5.4801, 2.5459], [1.6203, -5.6224, 1.2228], [1.4218, -4.5550, 0.3616], [1.8155, -4.4195, -1.3320], [0.6721, -1.1416, -2.3619], [1.2378, -2.4572, -3.3240], [-0.0239, -2.3008, 2.4486], [0.3367, -4.2046, 4.0242], [1.3758, -6.2991, 3.2384], [2.0750, -6.5428, 0.8767], [-4.5827, -2.3354, -0.2699], [-4.0599, -1.7147, -1.3411], [-4.7979, -0.6067, -1.5606], [-4.2385, -2.5229, -2.3948], [-2.5669, -1.3331, -1.1285], [-1.7882, -1.5976, -2.0398], [-2.3802, -0.7679, -0.0124]],
  "atomic_forces_ev_per_a": [[0.18, -0.18, 0.54], [-0.02, 0.00, 0.02], [0.00, 0.01, 0.00], [-0.01, -0.01, -0.01], [-0.02, 0.00, -0.01], [0.01, 0.00, -0.05], [0.02, 0.00, 0.02], [0.00, -0.01, 0.00], [-0.11, 0.11, -0.18], [0.02, -0.03, 0.08], [-0.05, -0.01, 0.01], [-0.11, -0.14, 0.00], [0.07, 0.04, 0.08], [-0.05, -0.03, -0.01], [-0.01, 0.04, -0.02], [0.11, 0.01, 0.03], [0.04, 0.05, -0.33], [0.01, 0.00, -0.01], [-0.02, -0.01, 0.01], [0.00, -0.02, 0.02], [-0.01, 0.00, 0.01], [-0.02, -0.01, -0.01], [0.04, -0.02, -0.01], [0.00, 0.03, 0.02], [-0.03, -0.01, 0.00], [0.01, 0.03, -0.02], [0.02, -0.02, 0.01], [-0.03, -0.02, -0.01], [0.01, 0.01, 0.03], [0.01, 0.01, -0.02], [-0.01, -0.03, -0.04], [-0.01, 0.04, -0.03], [0.00, -0.01, 0.04], [-0.03, -0.02, -0.03], [0.02, -0.01, 0.02], [0.01, -0.02, 0.02], [0.02, -0.01, -0.04], [-0.01, -0.02, 0.02], [-0.01, 0.04, 0.00], [0.00, -0.01, -0.03], [0.02, 0.02, 0.00], [-0.01, -0.02, 0.03], [-0.03, 0.02, -0.01], [0.00, -0.03, 0.02], [0.03, 0.02, 0.00], [-0.19, 0.28, -0.15], [-0.01, 0.07, 0.07], [0.00, -0.07, -0.02], [0.01, -0.01, -0.01], [0.04, -0.05, 0.00], [-0.01, 0.02, 0.06], [0.07, -0.11, 0.05], [-0.02, 0.02, -0.02], [0.00, -0.02, -0.01], [-0.02, -0.02, -0.01], [0.02, -0.01, -0.01], [0.00, 0.04, 0.00], [0.04, 0.15, 0.17], [0.08, -0.27, 0.04], [-0.08, 0.05, -0.10], [0.00, -0.03, -0.03], [-0.01, 0.04, -0.01], [-0.02, 0.03, 0.00], [0.02, -0.01, -0.05], [0.01, -0.03, 0.06], [-0.01, 0.05, 0.00], [-0.05, 0.12, -0.05], [-0.04, -0.05, -0.03], [-0.04, -0.03, -0.01], [0.02, -0.06, 0.00], [0.01, 0.01, -0.04], [-0.01, 0.01, -0.01], [-0.02, 0.03, 0.00], [-0.05, -0.02, -0.03], [0.11, 0.05, 0.09], [-0.06, -0.01, -0.03], [-0.06, -0.02, -0.01], [0.03, -0.07, 0.04], [-0.04, 0.16, 0.16], [0.22, -0.07, -0.27]]
}